(1)
{
  "formula": "C47H114N8O11",
  "method": "ωB97M-V/def2-TZVPD",
  "multiplicity": 2,
  "gap_ev": [6.0, 3.9],
  "total_charge": 7,
  "e_lumo_ev": [-16.698, -18.774],
  "fmax_ev_per_a": 4.56,
  "elements": ["C", "C", "C", "O", "C", "C", "C", "O", "O", "O", "H", "H", "C", "C", "C", "O", "C", "N", "H", "H", "H", "H", "H", "H", "H", "H", "H", "H", "H", "H", "C", "C", "C", "O", "C", "N", "H", "H", "H", "H", "H", "H", "H", "H", "H", "H", "H", "H", "C", "C", "C", "O", "C", "N", "H", "H", "H", "H", "H", "H", "H", "H", "H", "H", "H", "H", "C", "C", "C", "O", "C", "N", "H", "H", "H", "H", "H", "H", "H", "H", "H", "H", "H", "H", "C", "C", "C", "O", "C", "N", "H", "H", "H", "H", "H", "H", "H", "H", "H", "H", "H", "H", "C", "N", "C", "C", "C", "C", "O", "H", "H", "H", "H", "H", "H", "H", "H", "H", "H", "H", "H", "H", "H", "C", "N", "C", "C", "C", "C", "O", "H", "H", "H", "H", "H", "H", "H", "H", "H", "H", "H", "H", "H", "H", "C", "C", "C", "C", "N", "C", "C", "C", "C", "C", "C", "C", "H", "H", "H", "H", "H", "H", "H", "H", "H", "H", "H", "H", "H", "H", "H", "H", "H", "H", "H", "H", "H", "H", "H", "H"],
  "xyz": [[2.004, 0.226, 0.481], [1.184, -0.839, 0.371], [-0.270, -0.607, -0.033], [-1.109, -1.552, 0.024], [-0.805, 0.675, -0.171], [0.065, 1.790, -0.129], [1.571, 1.589, 0.245], [2.268, 2.497, 0.499], [-0.430, 2.874, -0.453], [1.806, -1.943, 0.617], [3.058, 0.175, 0.716], [-1.871, 0.828, -0.244], [-1.958, 4.290, -3.739], [-3.146, 4.185, -2.765], [-4.511, 4.199, -3.450], [-4.750, 2.933, -4.096], [-6.156, 2.804, -4.481], [-2.928, 2.810, -2.129], [-2.764, 2.085, -2.813], [-2.139, 2.688, -1.511], [-3.740, 2.523, -1.602], [-0.995, 4.097, -3.268], [-1.827, 5.297, -4.135], [-2.001, 3.537, -4.526], [-3.049, 4.827, -1.889], [-4.568, 5.031, -4.153], [-5.251, 4.526, -2.720], [-6.260, 1.860, -5.017], [-6.479, 3.567, -5.189], [-6.859, 2.864, -3.650], [-1.802, 1.535, 3.196], [-2.469, 0.492, 4.143], [-3.684, 1.089, 4.961], [-4.170, -0.043, 5.734], [-5.079, 0.248, 6.773], [-3.004, -0.651, 3.261], [-2.608, -0.703, 2.333], [-2.778, -1.469, 3.808], [-3.999, -0.620, 3.089], [-2.505, 1.913, 2.454], [-0.925, 1.188, 2.649], [-1.502, 2.482, 3.643], [-1.762, -0.036, 4.783], [-4.461, 1.554, 4.356], [-3.275, 1.900, 5.563], [-6.023, 0.561, 6.326], [-4.735, 1.053, 7.422], [-5.159, -0.676, 7.347], [-0.734, 6.271, -0.212], [0.439, 6.211, 0.796], [0.063, 5.583, 2.187], [1.209, 5.952, 3.043], [1.102, 5.468, 4.386], [1.609, 5.270, 0.160], [2.520, 5.333, 0.593], [1.274, 4.320, 0.239], [1.914, 5.471, -0.782], [-0.488, 6.570, -1.230], [-1.539, 6.932, 0.110], [-1.252, 5.314, -0.278], [0.767, 7.247, 0.885], [-0.100, 4.509, 2.100], [-0.890, 5.945, 2.572], [0.121, 5.765, 4.755], [1.960, 5.727, 5.007], [0.992, 4.385, 4.346], [4.875, 3.509, -2.043], [5.710, 2.990, -0.844], [5.808, 4.061, 0.200], [4.608, 4.446, 0.727], [4.647, 5.077, 2.019], [5.003, 1.778, -0.276], [4.984, 1.028, -0.953], [5.414, 1.449, 0.586], [4.045, 2.082, -0.177], [4.436, 2.707, -2.637], [5.396, 4.179, -2.726], [3.956, 4.033, -1.781], [6.725, 2.711, -1.126], [6.199, 5.014, -0.159], [6.436, 3.754, 1.036], [5.317, 5.934, 2.091], [4.949, 4.432, 2.844], [3.641, 5.351, 2.335], [2.194, -5.131, 2.044], [0.904, -4.970, 1.247], [0.094, -6.282, 0.877], [-0.373, -7.004, 2.006], [0.516, -8.109, 2.328], [0.042, -4.050, 2.091], [0.173, -4.303, 3.060], [0.260, -3.068, 2.002], [-0.929, -4.024, 1.815], [2.978, -4.392, 1.876], [2.564, -6.144, 1.888], [2.110, -5.090, 3.131], [0.957, -4.443, 0.295], [0.595, -6.932, 0.159], [-0.765, -6.028, 0.256], [0.027, -8.982, 1.896], [0.521, -8.240, 3.410], [1.545, -8.025, 1.980], [-5.476, 0.191, -2.362], [-5.215, -1.249, -1.904], [-4.262, -1.240, -0.654], [-6.528, -1.913, -1.553], [-4.426, -2.105, -2.948], [-5.264, -2.693, -4.136], [-6.045, -1.761, -4.742], [-4.533, 0.643, -2.671], [-5.959, 0.789, -1.589], [-6.165, 0.164, -3.206], [-4.022, -2.264, -0.369], [-4.912, -0.862, 0.135], [-3.459, -0.515, -0.791], [-7.114, -2.175, -2.435], [-7.131, -1.271, -0.912], [-6.298, -2.881, -1.108], [-4.142, -3.014, -2.417], [-3.544, -1.614, -3.358], [-5.971, -3.416, -3.728], [-4.617, -3.175, -4.868], [-5.709, -0.884, -4.941], [2.040, -0.992, 3.998], [3.352, -1.131, 4.710], [4.413, -1.073, 3.625], [3.493, 0.059, 5.693], [3.449, -2.512, 5.492], [4.816, -2.843, 6.202], [5.762, -3.205, 5.151], [1.921, -0.059, 3.448], [1.372, -0.873, 4.851], [1.844, -1.901, 3.429], [4.398, -1.942, 2.966], [5.424, -0.941, 4.011], [4.245, -0.151, 3.069], [4.441, -0.073, 6.216], [2.675, 0.066, 6.414], [3.464, 0.980, 5.112], [3.242, -3.264, 4.730], [2.608, -2.553, 6.184], [4.521, -3.704, 6.803], [5.098, -2.051, 6.896], [6.149, -4.083, 5.182], [-1.760, -4.834, -2.197], [-1.435, -4.599, -3.686], [-0.755, -3.168, -3.856], [0.728, -3.236, -3.410], [1.648, -2.090, -3.889], [2.998, -2.326, -3.141], [3.913, -3.114, -4.068], [3.500, -2.717, -5.457], [2.017, -2.235, -5.343], [0.994, -0.648, -3.573], [1.817, 0.665, -3.847], [0.798, 1.808, -3.690], [-2.379, -5.723, -2.075], [-2.297, -3.960, -1.829], [-0.893, -4.919, -1.542], [-2.261, -4.707, -4.389], [-0.671, -5.335, -3.935], [-1.262, -2.449, -3.213], [-0.839, -2.675, -4.825], [1.220, -4.125, -3.803], [0.875, -3.094, -2.339], [3.359, -1.334, -2.872], [2.854, -2.931, -2.246], [4.970, -2.972, -3.842], [3.663, -4.158, -3.879], [4.128, -1.912, -5.839], [3.619, -3.408, -6.292], [1.983, -1.304, -5.908], [1.384, -2.944, -5.878], [0.774, -0.698, -2.506], [0.057, -0.688, -4.128], [2.226, 0.789, -4.850], [2.684, 0.845, -3.213], [0.942, 2.272, -2.714], [-0.253, 1.533, -3.783], [1.037, 2.636, -4.356]]
}



(2)
{
  "formula": "C41H41N4O2PtS",
  "method": "ωB97M-V/def2-TZVPD",
  "multiplicity": 3,
  "gap_ev": [5.3, 5.9],
  "total_charge": -1,
  "e_lumo_ev": [2.384, 2.341],
  "fmax_ev_per_a": 0.77,
  "elements": ["Pt", "C", "O", "C", "C", "C", "C", "C", "C", "N", "N", "C", "C", "O", "C", "C", "C", "C", "C", "C", "C", "C", "H", "H", "H", "H", "H", "H", "H", "H", "H", "H", "H", "H", "H", "N", "S", "C", "C", "C", "C", "C", "C", "C", "C", "C", "C", "C", "C", "H", "H", "H", "H", "H", "H", "H", "H", "H", "H", "H", "C", "C", "C", "C", "C", "C", "C", "C", "C", "C", "C", "C", "N", "H", "H", "H", "H", "H", "H", "H", "H", "H", "H", "H", "H", "H", "H", "H", "H", "H"],
  "xyz": [[-0.756, 0.277, 0.024], [0.064, 1.964, -3.129], [0.196, 0.654, -2.613], [-0.393, -0.373, -3.259], [-0.654, -0.342, -4.627], [-1.203, -1.445, -5.268], [-1.499, -2.585, -4.541], [-1.258, -2.608, -3.174], [-0.716, -1.518, -2.511], [-0.565, -1.540, -1.077], [-0.373, -2.730, -0.672], [-0.367, -3.112, 0.628], [-0.718, -2.307, 1.758], [-1.104, -1.110, 1.716], [-0.628, -2.936, 3.079], [-0.278, -4.220, 3.236], [0.037, -5.063, 2.109], [0.374, -6.411, 2.294], [0.692, -7.219, 1.228], [0.682, -6.668, -0.060], [0.350, -5.349, -0.262], [0.001, -4.508, 0.818], [0.787, 2.146, -3.930], [0.241, 2.627, -2.287], [-0.949, 2.135, -3.502], [-0.399, 0.541, -5.194], [-1.398, -1.402, -6.332], [-1.935, -3.450, -5.023], [-1.524, -3.476, -2.587], [-0.858, -2.296, 3.921], [-0.213, -4.651, 4.231], [0.382, -6.808, 3.304], [0.944, -8.260, 1.380], [0.944, -7.287, -0.910], [0.356, -4.928, -1.257], [1.083, 1.039, 2.368], [2.570, 0.841, 2.802], [3.477, 1.419, 1.371], [4.865, 1.425, 1.380], [5.545, 1.902, 0.272], [4.835, 2.369, -0.830], [3.448, 2.353, -0.824], [2.755, 1.881, 0.284], [2.932, -0.907, 2.595], [2.669, -1.537, 1.384], [2.924, -2.890, 1.256], [3.421, -3.613, 2.337], [3.665, -2.981, 3.546], [3.422, -1.617, 3.676], [0.559, 1.477, 3.118], [5.406, 1.048, 2.240], [6.628, 1.910, 0.265], [5.369, 2.749, -1.692], [2.895, 2.710, -1.683], [1.667, 1.849, 0.316], [2.249, -0.971, 0.559], [2.718, -3.390, 0.319], [3.596, -4.676, 2.234], [4.040, -3.546, 4.390], [3.614, -1.108, 4.613], [-3.855, 0.755, -1.921], [-3.818, 1.181, -0.453], [-5.117, 0.809, 0.263], [-3.469, 2.651, -0.315], [-4.436, 3.616, -0.555], [-4.170, 4.975, -0.469], [-2.885, 5.356, -0.093], [-1.880, 4.435, 0.153], [-0.527, 4.971, 0.578], [0.509, 4.957, -0.557], [0.055, 4.296, 1.816], [-2.140, 3.038, -0.016], [-1.140, 2.147, 0.008], [-4.085, -0.309, -2.017], [-2.885, 0.930, -2.391], [-4.610, 1.323, -2.472], [-3.008, 0.608, 0.018], [-5.997, 1.223, -0.235], [-5.111, 1.170, 1.292], [-5.234, -0.277, 0.286], [-5.436, 3.289, -0.818], [-4.939, 5.711, -0.667], [-2.652, 6.411, 0.021], [-0.705, 6.016, 0.851], [1.017, 3.991, -0.594], [1.269, 5.726, -0.399], [0.039, 5.135, -1.526], [0.279, 3.249, 1.627], [-0.655, 4.332, 2.647], [0.971, 4.805, 2.128]]
}



(3)
{
  "formula": "C12H20N3O2",
  "method": "ωB97M-V/def2-TZVPD",
  "multiplicity": 1,
  "gap_ev": 3.0,
  "total_charge": -1,
  "e_lumo_ev": 2.146,
  "fmax_ev_per_a": 2.02,
  "elements": ["C", "C", "C", "C", "C", "C", "N", "C", "C", "H", "H", "H", "H", "H", "H", "H", "H", "H", "H", "O", "C", "N", "C", "H", "H", "H", "H", "H", "O", "C", "N", "C", "H", "H", "H", "H", "H"],
  "xyz": [[-1.591, -0.234, 0.383], [-0.639, -0.052, 1.564], [0.592, -0.662, 1.536], [1.434, -0.495, 2.620], [1.061, 0.268, 3.698], [2.053, 0.449, 4.841], [1.442, 0.268, 6.143], [-0.168, 0.872, 3.722], [-1.011, 0.708, 2.642], [-1.240, -1.066, -0.236], [-2.547, -0.564, 0.804], [-1.703, 0.679, -0.207], [0.931, -1.254, 0.686], [2.412, -0.964, 2.640], [2.885, -0.288, 4.708], [2.499, 1.461, 4.690], [1.997, 0.834, 6.787], [-0.499, 1.478, 4.557], [-1.978, 1.207, 2.645], [-2.853, 1.520, -2.043], [-3.133, 1.016, -3.108], [-3.323, 1.775, -4.229], [-3.293, -0.475, -3.283], [-3.554, 1.388, -5.124], [-3.221, 2.771, -4.139], [-4.086, -0.824, -2.624], [-2.360, -0.964, -3.010], [-3.545, -0.746, -4.309], [1.996, -2.159, -1.356], [2.523, -1.386, -2.127], [3.816, -1.554, -2.531], [1.802, -0.187, -2.693], [4.281, -0.932, -3.164], [4.319, -2.344, -2.165], [1.484, 0.452, -1.870], [0.925, -0.528, -3.241], [2.432, 0.395, -3.366]]
}



Q: Which value of multiplicity does entry 3 give?
A: 1



Q: The lowest multiplicity belongs to which entry?
A: C12H20N3O2